8
Properties=species:S:1:pos:R:3:lowdin_charge:R:1 method="wB97M-V/def2-TZVPD" homo_lumo_gap_ev="7.3 / 6.5" multiplicity=3 relative_energy_kcal_mol=22.6
C -0.872 0.664 0.023 -0.434
C 0.032 -0.486 -0.460 -0.465
O -0.878 1.705 -0.569 0.129
S 1.774 0.000 0.104 0.668
H -1.368 0.359 0.990 0.144
H -0.205 -1.509 0.058 0.106
H 0.109 -0.707 -1.491 0.037
H 1.407 -0.026 1.344 -0.186

9
Properties=species:S:1:pos:R:3:lowdin_charge:R:1 method="wB97M-V/def2-TZVPD" homo_lumo_gap_ev="6.7 / 7.8" relative_energy_kcal_mol=92.4
C -0.080 0.843 -0.344 -0.578
C -1.121 -0.123 -0.497 -0.163
O 4.370 0.649 0.081 -0.664
S 1.421 0.876 0.007 0.769
S 3.615 -0.794 -0.082 0.462
H -0.698 -0.986 -0.852 0.060
H -1.897 0.102 -1.131 0.059
H -1.488 -0.365 0.427 0.070
H 4.279 1.248 0.779 -0.014

9
Properties=species:S:1:pos:R:3:lowdin_charge:R:1 method="wB97M-V/def2-TZVPD" homo_lumo_gap_ev="8.4 / 8.4" relative_energy_kcal_mol=91.0
C 0.550 0.365 1.339 -0.009
C 0.105 0.759 0.141 -0.371
O 0.385 -1.742 -0.591 -0.486
S -0.059 -0.025 -2.922 0.200
S -0.300 -0.575 -0.991 0.280
H 0.800 0.967 2.227 0.087
H 0.666 -0.725 1.151 0.052
H -0.235 1.791 -0.101 0.092
H -1.911 -0.815 -0.253 0.156

9
Properties=species:S:1:pos:R:3:lowdin_charge:R:1 method="wB97M-V/def2-TZVPD" homo_lumo_gap_ev="7.6 / 7.6" relative_energy_kcal_mol=47.2
C 0.937 0.093 -0.228 -0.768
C -1.693 -0.318 0.279 -0.355
O 3.330 1.173 -0.320 -0.614
S 2.635 -0.089 0.097 0.869
S -0.126 -1.219 -0.127 0.760
H 0.727 0.883 -0.804 -0.014
H -2.565 -0.929 0.426 0.025
H -1.951 0.296 -0.588 0.038
H -1.293 0.111 1.265 0.060

8
Properties=species:S:1:pos:R:3:lowdin_charge:R:1 method="wB97M-V/def2-TZVPD" homo_lumo_gap_ev="6.5 / 6.7" relative_energy_kcal_mol=83.7
C 0.369 1.001 1.177 -0.446
C 0.369 -0.306 0.618 -0.563
P -0.316 -0.061 2.340 0.916
P -1.118 -0.136 -1.450 0.624
H 0.747 1.910 1.015 -0.003
H 1.017 -0.933 0.144 -0.019
H -1.192 -1.431 -1.963 -0.234
H 0.124 -0.044 -1.882 -0.274

8
Properties=species:S:1:pos:R:3:lowdin_charge:R:1 method="wB97M-V/def2-TZVPD" homo_lumo_gap_ev=7.3 smiles="[H]/P=C/C=P/[H]" relative_energy_kcal_mol=18.6
C -0.544 0.446 0.000 -0.685
C 0.544 -0.446 0.000 -0.684
P -2.156 -0.099 0.000 0.819
P 2.156 0.099 0.000 0.819
H -0.314 1.505 0.000 0.029
H 0.314 -1.505 0.000 0.029
H -2.752 1.170 0.000 -0.164
H 2.752 -1.170 0.000 -0.164